[1]
Molecular formula: C4H4N2S
Method: DFT, ωB97M-V with the def2-TZVPD basis set

Last column: Mulliken charge in e.
Positions of all 11 atoms, in Å:
C (0.395, 0.847, -0.003)  0.6863
C (0.795, -0.309, 0.683)  -0.2007
C (-0.993, -1.362, -0.197)  -0.1911
C (-1.369, -0.191, -0.887)  -0.1771
H (2.301, 1.961, 1.100)  0.1394
H (1.712, -0.388, 1.318)  0.2537
H (-1.543, -2.259, -0.294)  0.4059
H (-2.267, -0.098, -1.491)  0.3903
N (0.110, -1.441, 0.569)  -0.5479
N (-0.621, 0.935, -0.825)  -0.5209
S (1.481, 2.306, 0.028)  -0.2379

F_max: 2.33 eV/Å
Gap between HOMO and LUMO: 9.30 eV
Molar mass: 112.16 g/mol
Charge: 0
ΔE to the lowest compared entry with this formula, charge and spin: 14.7 kcal/mol
SMILES: Sc1cnccn1

[2]
Molecular formula: C4H4N2S2
Method: DFT, ωB97M-V with the def2-TZVPD basis set

Last column: Mulliken charge in e.
Positions of all 12 atoms, in Å:
C (-1.648, 0.370, -1.107)  0.0210
C (-0.279, 0.502, 0.856)  -0.0508
C (0.790, 0.227, 1.587)  -0.4456
C (1.494, -1.047, -0.666)  -0.0457
H (-1.605, -0.071, -2.128)  0.3182
H (-1.079, 1.117, 1.366)  0.2045
H (0.981, 0.588, 2.605)  0.3261
H (2.171, -1.625, -1.315)  0.3471
N (-0.569, 0.001, -0.398)  0.4807
N (0.376, -0.730, -1.120)  -0.6674
S (-2.786, 1.427, -0.626)  -0.3652
S (2.153, -0.760, 0.948)  -0.1229

F_max: 2.94 eV/Å
Gap between HOMO and LUMO: 8.28 eV
Molar mass: 144.22 g/mol
Charge: 0
ΔE to the lowest compared entry with this formula, charge and spin: 49.4 kcal/mol
SMILES: S=CN1C=CSC=N1

[3]
Molecular formula: C4H4N3O3
Method: DFT, ωB97M-V with the def2-TZVPD basis set

Last column: Mulliken charge in e.
Positions of all 14 atoms, in Å:
C (-1.614, -0.864, 0.154)  -0.8459
C (-0.900, 0.012, 0.967)  1.0406
C (0.151, -0.299, -1.035)  0.0768
C (2.040, 0.844, -0.998)  0.4384
N (0.189, 0.371, 0.252)  0.3848
N (-1.028, -0.921, -1.114)  0.0374
N (1.434, 0.969, 0.227)  -0.3696
O (3.111, 1.223, -1.278)  -0.3802
O (1.164, 0.060, -1.827)  -0.2437
O (-0.933, 0.439, 2.199)  -0.4591
H (-2.430, -1.401, 0.450)  0.4493
H (-1.581, -1.359, -1.831)  0.2570
H (1.873, 1.069, 1.135)  0.2624
H (-1.476, -0.145, 2.698)  0.3518

F_max: 7.09 eV/Å
Gap between HOMO and LUMO: 9.98 eV
Molar mass: 142.09 g/mol
Charge: +1
ΔE to the lowest compared entry with this formula, charge and spin: 0.0 kcal/mol
SMILES: O=c1[nH]n2c(O)c[nH+]c2o1

[4]
Molecular formula: C4H4N4
Method: DFT, ωB97M-V with the def2-TZVPD basis set

Last column: Mulliken charge in e.
Positions of all 12 atoms, in Å:
C (4.715, -0.090, -0.086)  0.3819
C (1.442, 1.030, 0.037)  -0.2289
C (3.600, 0.614, -0.014)  0.4393
C (-0.313, -0.601, -0.034)  -0.7286
N (5.567, -0.869, 0.025)  -0.4319
N (2.683, 1.414, 0.060)  -0.3380
N (1.981, -1.182, -0.116)  -0.8888
N (1.132, -0.352, -0.061)  0.7279
H (0.658, 1.841, 0.303)  0.2235
H (-0.624, 0.092, 0.868)  0.2899
H (-0.848, -0.256, -0.995)  0.2661
H (-0.459, -1.736, 0.136)  0.2875

F_max: 5.03 eV/Å
Gap between HOMO and LUMO: 7.38 eV
Molar mass: 108.10 g/mol
Charge: 0
ΔE to the lowest compared entry with this formula, charge and spin: 135.3 kcal/mol